The following is a DFT calculation (wB97M-V/def2-TZVPD) of a molecular structure, C25H46BrCa2ClF10IN3O11S at a distorted geometry.

## Properties
- max |F| (eV/A) = 6.45
- electronic energy (Ha) = -8055.35955

```
101
C25H46BrCa2ClF10IN3O11S (wB97M-V/def2-TZVPD)
O 4.0256 -3.1422 -2.9559
C 3.4091 -2.0651 -3.2982
O 4.0316 -0.8914 -3.8334
C 3.0938 0.1107 -4.1259
O 3.3694 1.1822 -4.5397
C 1.7293 -0.4352 -3.7966
S 0.3037 0.5539 -4.1168
O 0.6334 1.9249 -3.7381
O -0.0235 0.5737 -5.5250
C -1.1766 0.1291 -3.0538
F -0.8362 -0.1646 -1.7852
F -1.9251 1.3465 -2.9428
C -2.1949 -0.9319 -3.6391
F -3.2964 -0.2263 -4.1002
F -2.6799 -1.7055 -2.6484
F -1.7516 -1.6219 -4.6581
C 1.9208 -1.7666 -3.2860
I 0.4123 -3.1078 -2.6450
Ca 3.8377 -1.4046 -1.1161
C 8.0524 -2.3250 4.1972
C 6.9919 -2.1489 5.2725
O 5.9313 -1.2571 4.9146
C 4.8826 -1.7195 4.0954
O 4.3708 -2.7845 4.5129
C 5.2988 -1.7805 2.5823
F 6.1008 -0.7598 2.2601
F 4.2033 -1.6577 1.7702
F 5.9236 -2.8875 2.2188
H 8.2742 -1.3780 3.7034
H 8.9699 -2.7198 4.6360
H 7.7370 -3.0353 3.4373
H 7.4730 -1.6757 6.1298
H 6.6190 -3.1113 5.6313
H 4.1556 -0.7525 4.1251
C 0.0112 5.4645 -1.0529
C -0.9253 4.5358 -1.8212
C -1.9041 5.1807 -2.7712
O -3.0264 5.7906 -2.1262
C -2.7931 7.1024 -1.6354
N -1.7409 3.7208 -0.9599
H -0.4893 5.9904 -0.2376
H 0.8269 4.8971 -0.6025
H 0.4521 6.2060 -1.7190
H -0.2723 3.8771 -2.4018
H -2.3304 4.3142 -3.3652
H -1.4344 5.8833 -3.4644
H -2.1131 7.6633 -2.2790
H -2.4046 7.0636 -0.6140
H -3.7511 7.6236 -1.6028
H -2.2002 3.1232 -1.6173
H -2.4838 4.3213 -0.5878
F 4.0933 0.0066 5.4341
C -0.2544 -6.9240 -1.4807
O -1.5302 -6.3006 -1.6240
C -1.9803 -6.1520 -2.9595
C -3.0302 -7.1947 -3.3324
N -2.4562 -8.5258 -3.4694
C -3.4142 -9.6326 -3.4150
C -4.4287 -9.7098 -2.2678
O -3.8957 -10.0678 -1.0044
C -3.1429 -9.0484 -0.3602
H 0.1189 -6.7091 -0.4729
H -0.3268 -8.0102 -1.5677
H 0.4654 -6.5452 -2.2149
H -1.1471 -6.1423 -3.6720
H -2.4582 -5.1656 -3.0052
H -3.4963 -6.9055 -4.2824
H -3.8016 -7.1530 -2.5563
H -1.7549 -8.6710 -2.7573
H -2.8192 -10.5494 -3.3888
H -3.9660 -9.6447 -4.3621
H -5.1226 -10.5180 -2.5159
H -5.0456 -8.8073 -2.1808
H -3.6016 -8.0639 -0.4704
H -2.1197 -9.0520 -0.7311
H -3.0947 -9.2856 0.7027
Ca -3.5651 2.3996 -2.3318
F 0.7388 -7.5280 1.2204
Cl -3.1256 3.5273 -4.7762
C 0.6920 6.7549 4.2137
N -0.7947 7.1554 4.3845
C -0.8591 8.6491 4.3288
C -1.2955 6.6921 5.7162
C -1.6617 6.6110 3.2627
C -1.7735 5.0920 3.1836
O -0.5214 4.4864 2.9783
H 1.2757 7.3899 4.8881
H 0.8180 5.7230 4.5107
H 1.0249 6.9277 3.1327
H -0.2532 9.0506 5.1375
H -1.8982 8.9575 4.4474
H -0.4700 8.9728 3.3653
H -1.1790 5.6135 5.7825
H -2.3468 6.9712 5.8141
H -0.7013 7.1727 6.4904
H -1.2350 7.0081 2.3404
H -2.6588 7.0321 3.4088
H -2.4240 4.8383 2.3364
H -2.2274 4.6814 4.0926
H -0.6541 3.5317 2.9503
Br 2.0166 5.9396 2.2528
```

Atom charges from the Mulliken analysis, given in e for atoms 1 to 6: atom 1 (O): -0.703, atom 2 (C): -0.121, atom 3 (O): -0.373, atom 4 (C): -0.379, atom 5 (O): -0.526, atom 6 (C): 0.593